Record 1
# C2H4O3P

A 2-piece molecular cluster, C2H4O3P overall in a non-equilibrium geometry (the ωB97M-V functional and the def2-TZVPD basis, the Open Molecules 2025 dataset).

Geometry as XYZ:
```
10
Properties=species:S:1:pos:R:3
C 1.45 0.25 -0.13
C 2.17 -0.85 -0.13
O 1.35 1.43 -0.19
O -0.60 -0.25 0.03
O -3.07 -0.69 -0.12
P -2.00 0.30 0.12
H 3.23 -0.70 -0.15
H 1.77 -1.84 -0.06
H -2.17 0.95 1.35
H -2.15 1.41 -0.73
```

Computed properties:
- total charge = -1
- HOMO level (Ha) = -0.175
- lowest unoccupied orbital energy (eV) = 4.04



Record 2
# C2H4O3P

C2H4O3P as an isolated structure in a non-equilibrium geometry (the ωB97M-V functional and the def2-TZVPD basis, the Open Molecules 2025 dataset).

Geometry as XYZ:
```
10
Properties=species:S:1:pos:R:3
C -0.38 0.97 -0.42
C -0.26 0.16 0.85
O 2.04 -1.14 -0.39
O -0.27 -2.37 -0.20
O -0.09 -0.02 -1.42
P 0.55 -1.12 -0.22
H -1.36 1.48 -0.39
H 0.58 1.76 -0.51
H 0.38 0.60 1.61
H -1.18 -0.32 1.09
```

Computed properties:
- total charge = -1
- HOMO level (Ha) = -0.174
- lowest unoccupied orbital energy (eV) = 4.26



Record 3
# C2H4O3S

A 2-piece molecular cluster, C2H4O3S overall in a non-equilibrium geometry (the ωB97M-V functional and the def2-TZVPD basis, the Open Molecules 2025 dataset).

Geometry as XYZ:
```
10
Properties=species:S:1:pos:R:3
C -0.29 -0.62 -0.74
C 0.03 -0.01 0.53
O -1.17 0.35 0.04
O -0.78 -1.86 -0.93
O 0.32 -0.46 1.68
S 2.14 1.78 -0.02
H 0.07 -0.14 -1.73
H -1.46 -2.27 -0.24
H -0.21 -0.10 2.38
H 2.96 0.96 -0.73
```

Computed properties:
- HOMO level (spin up / spin down) (Ha) = -0.296 / -0.294
- lowest unoccupied orbital energy (spin up / spin down) (eV) = -0.60 / -0.71